{
  "formula": "C6H16FO6S2",
  "method": "the ωB97M-V functional and the def2-TZVPD basis",
  "species": ["S", "S", "F", "O", "O", "O", "O", "O", "O", "C", "C", "C", "C", "C", "C", "H", "H", "H", "H", "H", "H", "H", "H", "H", "H", "H", "H", "H", "H", "H", "H"],
  "xyz": [[-3.5295, 0.3891, 0.5751], [2.3325, -2.2923, -2.1889], [-1.0959, -0.3378, -2.9429], [2.6740, -1.0831, -2.8929], [-3.4070, 0.0110, 1.9635], [1.9085, -3.4459, -2.9176], [3.6590, -2.7306, -1.3065], [-4.5213, -0.1562, -0.3167], [-3.7384, 2.0059, 0.5405], [4.5176, -1.8639, 0.7574], [4.4564, -1.7103, -0.7396], [1.1950, -1.8752, -0.8632], [-1.9097, 0.2938, -0.2094], [-3.7508, 4.1232, 1.6243], [-3.0585, 2.7882, 1.5263], [-3.4910, 4.6896, 2.5173], [-1.9155, 0.6933, -1.2228], [-4.8283, 3.9600, 1.7073], [-1.6190, -0.7431, -0.0572], [0.9484, -2.7304, -0.2404], [0.3163, -1.4375, -1.3521], [3.5469, -1.6802, 1.2283], [4.7976, -2.8838, 1.0264], [-1.2120, 0.8935, 0.3781], [5.1722, -1.1596, 1.2733], [-3.6009, 4.6911, 0.7056], [-3.1762, 2.2538, 2.4714], [4.1053, -0.7120, -1.0111], [5.4802, -1.7691, -1.1202], [1.7293, -1.1153, -0.2955], [-1.9856, 2.9340, 1.3818]],
  "atomic_forces_ev_per_a": [[1.2, 0.8, -1.3], [0.0, 0.9, 0.1], [0.2, 0.0, 0.6], [0.0, -0.7, 0.5], [-0.5, -0.2, -0.4], [0.5, 0.1, 0.6], [-0.8, -0.4, -0.8], [0.5, 0.5, 1.2], [0.0, -0.3, -0.3], [-0.7, -0.2, 0.9], [0.7, 1.0, 0.3], [0.4, 0.2, -0.7], [-0.5, 0.2, 1.2], [-0.8, 0.0, -0.4], [-0.4, -0.2, 1.4], [0.5, 0.0, -0.1], [-0.1, -0.9, -0.5], [0.0, -0.1, -0.1], [0.0, -0.1, -0.7], [0.1, -0.1, -0.2], [-0.1, 0.1, -0.3], [-0.1, -0.1, -0.2], [0.1, 0.1, 0.0], [-0.2, 0.1, 0.3], [0.3, 0.0, -0.4], [0.1, 0.2, 0.2], [0.1, 0.1, 0.1], [-0.2, -0.1, -0.1], [-0.2, -0.3, -0.3], [-0.1, 0.1, 0.1], [0.0, -0.3, -0.6]],
  "nbo_charge": [2.347, 2.365, -0.969, -0.925, -0.962, -0.907, -0.727, -0.900, -0.723, -0.631, -0.082, -0.899, -0.865, -0.624, -0.080, 0.209, 0.335, 0.215, 0.240, 0.234, 0.333, 0.204, 0.210, 0.210, 0.210, 0.211, 0.197, 0.204, 0.176, 0.220, 0.173],
  "lumo_energy_ha": 0.1016,
  "charge": -1,
  "e_homo_ev": -4.3
}

{
  "formula": "C6H16N",
  "method": "the ωB97M-V functional and the def2-TZVPD basis",
  "species": ["N", "C", "C", "C", "C", "C", "C", "H", "H", "H", "H", "H", "H", "H", "H", "H", "H", "H", "H", "H", "H", "H", "H"],
  "xyz": [[-0.8018, -1.9688, 0.3999], [-0.0222, 0.6206, -2.6949], [0.2310, -0.7496, 2.2845], [0.3367, 2.4287, -0.9825], [0.0236, 0.9174, -1.1507], [-0.2152, -0.6627, 0.8502], [0.6056, -0.0633, -0.2088], [-0.0557, -1.7346, 6.1133], [0.4582, 2.5112, 0.0945], [-1.0647, 0.7378, -0.9682], [-1.1373, -0.0367, 0.9231], [-1.0269, 0.4685, -3.1444], [-0.4678, -2.0930, 6.6097], [0.1701, 1.4706, -3.3637], [0.6035, -0.2544, -2.8714], [-1.7272, -2.2024, 0.0980], [0.9451, 0.1285, 2.3152], [-0.1881, -2.7699, 0.4475], [-0.4523, 3.1081, -1.3621], [1.6050, -0.4449, -0.4040], [1.2500, 2.6435, -1.5397], [-0.5519, -0.8361, 3.0181], [0.8682, -1.6139, 2.4485]],
  "atomic_forces_ev_per_a": [[1.3, -0.4, 0.2], [-0.1, -0.3, -0.4], [2.8, 0.7, -0.9], [-0.1, -0.9, 0.5], [-3.4, 0.4, -1.8], [-4.1, -0.9, -0.1], [1.7, 0.2, -0.5], [0.1, 0.1, -0.1], [0.2, 0.9, 0.0], [0.5, 0.8, 0.5], [0.6, -0.1, -0.2], [0.1, -0.8, 1.1], [-0.1, -0.1, 0.1], [1.3, 0.0, 0.5], [0.0, 0.2, -0.7], [-0.1, 0.7, 0.0], [-1.0, -0.6, 1.1], [-0.1, 0.2, 0.0], [0.3, -0.6, 0.3], [0.0, -0.1, 0.1], [0.1, 0.2, 0.4], [-0.4, 0.6, 0.1], [0.2, -0.3, -0.1]],
  "nbo_charge": [-0.891, -0.615, -0.606, -0.595, -0.300, -0.121, -0.063, -0.001, 0.207, 0.199, 0.191, 0.209, 0.001, 0.206, 0.213, 0.387, 0.212, 0.361, 0.212, 0.169, 0.204, 0.223, 0.198],
  "lumo_energy_ha": [0.0411, 0.0173],
  "s2": 0.754,
  "e_homo_ev": [-7.6, -8.7],
  "spin_multiplicity": 2
}

{
  "formula": "C6H16N",
  "method": "the ωB97M-V functional and the def2-TZVPD basis",
  "species": ["N", "C", "C", "C", "C", "C", "C", "H", "H", "H", "H", "H", "H", "H", "H", "H", "H", "H", "H", "H", "H", "H", "H"],
  "xyz": [[-0.2456, -0.2880, -0.8503], [0.8015, -1.9951, 1.0185], [-0.1693, 3.5446, -0.4865], [-0.2416, 1.0190, -0.2084], [0.5870, -3.2363, 0.1718], [-0.3832, 2.2189, -1.1485], [-0.3293, -1.2741, 1.6369], [-1.4000, 2.1738, -1.5371], [-0.9620, 3.7311, 0.3168], [0.7996, 3.6050, 0.0725], [-0.1694, 4.3460, -1.2194], [-0.4650, -3.3131, -0.1242], [-0.0056, -0.7512, 2.5308], [0.3470, 2.1373, -1.9262], [-1.2445, -1.8563, 1.8247], [1.1931, -3.2543, -0.7700], [1.8576, -1.9947, 1.4227], [0.4886, -0.3947, -1.5583], [0.8236, -4.1816, 0.6798], [0.6832, 1.1104, 0.3862], [0.3087, -1.0955, 0.3567], [-1.0769, 0.9791, 0.5041], [-1.0497, -0.8876, -0.9100]],
  "atomic_forces_ev_per_a": [[2.4, -0.4, -0.4], [-1.5, -2.6, 4.0], [-0.2, 0.6, 2.3], [-0.5, 0.1, 0.4], [-0.5, 0.2, -1.2], [-0.6, -0.6, 0.6], [4.8, -4.9, 2.4], [0.1, 0.0, -0.5], [0.9, 0.0, -1.2], [-0.6, -0.2, -0.6], [-0.2, 0.1, 0.1], [0.1, 0.0, 0.0], [0.0, 1.1, -0.6], [0.3, -0.3, -0.8], [-0.4, 0.8, -1.7], [-0.3, 0.3, 0.8], [-1.2, 1.5, -0.7], [-1.0, 0.0, -0.1], [0.2, 0.5, 0.3], [-0.1, 0.0, -0.2], [-1.3, 2.8, -2.4], [0.1, 0.4, 0.0], [-0.4, 0.5, -0.7]],
  "nbo_charge": [-0.835, -0.238, -0.608, -0.223, -0.664, -0.406, -0.254, 0.215, 0.210, 0.209, 0.237, 0.223, 0.259, 0.207, 0.277, 0.254, 0.292, 0.406, 0.283, 0.187, 0.363, 0.203, 0.402],
  "lumo_energy_ha": -0.2159,
  "charge": 1,
  "e_homo_ev": -13.8
}

{
  "formula": "C6H16N2",
  "method": "the ωB97M-V functional and the def2-TZVPD basis",
  "species": ["N", "N", "C", "C", "C", "C", "C", "C", "H", "H", "H", "H", "H", "H", "H", "H", "H", "H", "H", "H", "H", "H", "H", "H"],
  "xyz": [[-0.2530, -0.5519, 0.0719], [2.0301, 2.2666, -0.3375], [-1.3654, -1.3983, -0.3624], [-2.7113, -0.2329, 1.5044], [2.1660, -0.2621, -0.4337], [0.7327, -0.2130, -0.9553], [-2.7431, -0.9678, 0.1616], [2.7928, 1.0873, 0.0589], [0.5079, 0.7603, -1.3887], [-2.2082, 0.7420, 1.4590], [2.8023, 1.0668, 1.1538], [-3.2027, -0.3228, -0.5768], [-0.6080, 0.2986, 0.4884], [-1.3705, -1.4343, -1.4589], [3.8139, 1.1301, -0.3087], [-3.7166, 0.0581, 1.8019], [-2.2244, -0.8525, 2.2504], [-1.1758, -2.4313, -0.0298], [0.6511, -0.9128, -1.7817], [2.3898, 2.6538, -1.1998], [2.1511, -0.9389, 0.4205], [-3.3658, -1.8463, 0.2841], [2.0688, 2.9994, 0.3612], [2.8384, -0.6982, -1.1826]],
  "atomic_forces_ev_per_a": [[-0.2, 0.2, 0.1], [0.0, 0.3, -0.1], [0.3, -0.4, 0.1], [0.0, 0.4, -0.3], [0.4, 0.3, 0.1], [0.0, 0.0, -0.1], [0.4, 0.5, 0.2], [-0.7, -0.4, 0.2], [0.1, 0.2, 0.0], [0.2, -0.3, -0.1], [0.2, 0.0, -0.2], [-0.3, 0.2, -0.2], [0.1, -0.1, -0.1], [-0.3, 0.0, 0.0], [0.3, 0.0, 0.2], [-0.2, -0.4, 0.2], [-0.1, 0.1, 0.3], [0.0, 0.2, 0.0], [-0.1, -0.3, 0.0], [-0.1, 0.1, 0.0], [0.1, -0.2, -0.1], [-0.2, -0.2, -0.2], [0.1, -0.1, -0.1], [-0.2, 0.1, 0.0]],
  "nbo_charge": [-0.649, -0.853, -0.205, -0.608, -0.423, -0.225, -0.405, -0.217, 0.198, 0.193, 0.186, 0.194, 0.359, 0.173, 0.171, 0.212, 0.210, 0.172, 0.184, 0.354, 0.219, 0.204, 0.363, 0.194],
  "lumo_energy_ha": 0.0398,
  "e_homo_ev": -8.2,
  "smiles": "CCCNCCCN"
}

{
  "formula": "C6H16N2",
  "method": "the ωB97M-V functional and the def2-TZVPD basis",
  "species": ["N", "N", "C", "C", "C", "C", "C", "C", "H", "H", "H", "H", "H", "H", "H", "H", "H", "H", "H", "H", "H", "H", "H", "H"],
  "xyz": [[0.2581, -1.1703, -1.5502], [-0.3893, -0.6969, -0.3892], [-2.2168, -0.6165, -0.9860], [1.8116, 1.7503, -0.8181], [1.5413, 0.7575, 0.2753], [-0.4053, -1.5287, 0.8139], [-3.2891, -0.6918, -0.2140], [1.2987, 1.3412, 1.6378], [1.2097, -1.4304, -1.3088], [1.9620, 1.2551, -1.7791], [2.7041, 2.3595, -0.6058], [-2.2291, -0.1425, -1.9670], [-0.2888, -1.9510, -1.9075], [0.4154, 1.9929, 1.6424], [-0.1458, 0.4106, -0.2100], [-0.8745, -0.9668, 1.6214], [2.1428, 1.9634, 1.9739], [0.9786, 2.4566, -0.9309], [-4.2531, -0.2732, -0.5096], [-3.2729, -1.1636, 0.7663], [2.2781, -0.0473, 0.2994], [1.1536, 0.5649, 2.3932], [-1.0047, -2.4197, 0.6240], [0.6150, -1.7533, 1.1287]],
  "atomic_forces_ev_per_a": [[0.3, 0.1, 0.2], [-3.2, 2.5, -0.5], [0.3, -0.4, -0.2], [0.1, 0.2, 0.0], [0.0, 0.3, 0.0], [0.4, 0.3, 0.2], [0.3, 0.0, 0.3], [0.1, 0.2, 0.0], [-0.1, -0.2, -0.1], [0.0, 0.1, 0.0], [0.0, 0.1, -0.1], [0.3, 0.0, 0.2], [0.3, 0.0, 0.2], [0.1, 0.0, 0.1], [1.0, -2.9, 0.0], [0.0, 0.1, -0.1], [0.0, 0.0, 0.1], [0.1, 0.0, 0.0], [0.2, 0.0, -0.1], [0.0, 0.0, 0.0], [0.0, -0.1, 0.0], [0.0, 0.0, 0.0], [0.3, 0.0, -0.1], [-0.1, -0.2, -0.1]],
  "nbo_charge": [-0.662, -0.323, -0.145, -0.645, -0.412, -0.442, -0.505, -0.643, 0.365, 0.210, 0.187, 0.187, 0.367, 0.192, 0.477, 0.223, 0.189, 0.192, 0.208, 0.191, 0.162, 0.198, 0.215, 0.213],
  "lumo_energy_ha": [0.0328, 0.0171],
  "e_homo_ev": [-6.5, -5.2]
}

{
  "formula": "C6H16N2",
  "method": "the ωB97M-V functional and the def2-TZVPD basis",
  "species": ["N", "N", "C", "C", "C", "C", "C", "C", "H", "H", "H", "H", "H", "H", "H", "H", "H", "H", "H", "H", "H", "H", "H", "H"],
  "xyz": [[-1.3325, -0.7713, 0.1663], [-1.8555, -1.0904, 1.4431], [0.6959, -0.0595, -0.9007], [-0.1852, 0.2126, 0.3010], [-0.6222, 1.6722, 0.4159], [-2.3577, -0.4836, -0.8150], [2.1791, 0.3609, -0.5616], [2.8942, -0.6403, 0.3348], [-3.0333, 0.3320, -0.5085], [-1.0881, 2.0191, -0.5047], [0.3610, 0.5248, -1.7590], [2.4159, -0.7063, 1.3089], [-2.2763, -2.0152, 1.3965], [-1.8898, -0.2147, -1.7590], [-1.3314, 1.7873, 1.2335], [0.2394, 2.3039, 0.6173], [-2.9603, -1.3827, -0.9733], [2.2027, 1.3540, -0.1101], [0.6931, -1.1239, -1.1334], [2.7100, 0.4290, -1.5138], [-2.5868, -0.4325, 1.7314], [2.8826, -1.6314, -0.1149], [0.3124, -0.0953, 1.2229], [3.9328, -0.3488, 0.4824]],
  "atomic_forces_ev_per_a": [[0.6, 0.3, 0.7], [-0.2, 0.1, 0.1], [1.8, 0.9, 0.8], [-1.5, -1.2, -0.7], [0.1, -0.4, 0.0], [0.1, 0.2, 0.2], [-0.7, -0.4, -0.8], [-0.1, 0.2, -0.1], [0.0, 0.0, 0.0], [-0.1, 0.0, -0.1], [-0.1, -0.1, -0.1], [0.0, -0.1, 0.1], [0.1, 0.2, 0.0], [0.0, 0.0, -0.1], [0.0, 0.1, 0.1], [0.0, 0.1, 0.0], [0.0, 0.1, 0.0], [-0.1, 0.1, 0.0], [-0.1, 0.0, -0.1], [0.1, 0.1, 0.1], [0.0, -0.1, -0.1], [0.0, -0.1, 0.0], [-0.1, 0.0, -0.1], [0.1, 0.0, 0.1]],
  "nbo_charge": [-0.294, -0.668, -0.406, -0.051, -0.636, -0.429, -0.388, -0.609, 0.158, 0.203, 0.196, 0.201, 0.350, 0.203, 0.209, 0.216, 0.199, 0.191, 0.219, 0.198, 0.314, 0.202, 0.214, 0.209],
  "lumo_energy_ha": 0.0396,
  "e_homo_ev": -8.4,
  "smiles": "CCC[C@@H](C)N(C)N"
}